{
  "formula": "C3H3P",
  "method": "ωB97M-V/def2-TZVPD",
  "species": ["C", "C", "C", "P", "H", "H", "H"],
  "xyz": [[0.605, -1.706, -1.901], [-0.326, -1.007, -1.341], [0.097, 0.645, 0.771], [-0.805, -0.843, 0.289], [0.942, 0.663, 0.090], [0.042, 0.871, 1.793], [-0.556, 1.377, 0.299]],
  "nbo_charge": [0.08, -0.87, -1.02, 1.02, 0.28, 0.25, 0.26],
  "lumo_energy_ev": -1.858,
  "orbital_gap_ev": 7.78,
  "total_energy_ev": -12442.996,
  "e_homo_ev": -9.64,
  "fmax_ev_per_a": 2.50,
  "relative_energy_ev": 1.9946
}

***

{
  "formula": "C12H22N2",
  "method": "ωB97M-V/def2-TZVPD",
  "species": ["C", "C", "C", "C", "C", "C", "C", "C", "C", "C", "C", "C", "N", "N", "H", "H", "H", "H", "H", "H", "H", "H", "H", "H", "H", "H", "H", "H", "H", "H", "H", "H", "H", "H", "H", "H"],
  "xyz": [[0.876, 0.213, 0.147], [-0.496, 0.573, 0.000], [-3.526, -1.634, 0.255], [-2.394, -2.551, -0.243], [-2.880, -0.213, 0.103], [-1.217, -1.732, -0.251], [-1.328, 2.739, 0.670], [0.349, 2.480, -1.242], [3.322, -1.933, -0.506], [3.473, 0.023, 1.184], [-0.875, 1.912, -0.529], [3.129, -0.401, -0.232], [1.811, -0.102, -0.583], [-1.434, -0.443, 0.120], [1.063, 0.239, 1.273], [-4.497, -1.716, -0.229], [-3.780, -1.834, 1.251], [-2.001, -3.474, 0.406], [-2.697, -3.102, -1.149], [-3.096, 0.347, -0.717], [-3.255, 0.472, 0.888], [-0.175, -2.000, -0.456], [-0.579, 2.750, 1.472], [-2.217, 2.506, 1.232], [-1.572, 3.687, 0.259], [0.921, 2.754, -0.404], [-0.148, 3.088, -1.912], [0.927, 1.841, -1.807], [4.391, -2.201, -0.609], [2.745, -2.364, 0.280], [2.638, -2.029, -1.518], [4.437, -0.374, 1.544], [2.778, -0.639, 1.893], [3.302, 1.099, 1.488], [-1.738, 1.828, -1.269], [3.740, 0.192, -0.807]],
  "nbo_charge": [-0.11, 0.64, -0.41, -0.55, -0.24, 0.43, -0.62, -0.60, -0.57, -0.65, -0.29, -0.12, -0.24, -0.37, 0.28, 0.28, 0.26, 0.35, 0.36, 0.23, 0.26, 0.27, 0.24, 0.24, 0.27, 0.23, 0.26, 0.24, 0.27, 0.20, 0.22, 0.27, 0.19, 0.24, 0.28, 0.25],
  "lumo_energy_ev": [-10.674, -10.674],
  "orbital_gap_ev": [6.31, 6.31],
  "total_energy_ev": -15758.733,
  "e_homo_ev": [-16.98, -16.98],
  "fmax_ev_per_a": 4.06,
  "charge": 2,
  "relative_energy_ev": 3.0132
}

***

{
  "formula": "C5H6OSi",
  "method": "ωB97M-V/def2-TZVPD",
  "species": ["C", "C", "C", "C", "C", "O", "Si", "H", "H", "H", "H", "H", "H"],
  "xyz": [[3.587, -0.620, -0.530], [2.597, -0.096, -0.102], [1.396, 0.472, 0.573], [0.247, 0.886, 0.148], [-0.878, 1.364, -0.180], [-2.015, 0.653, -0.355], [-2.396, -0.864, -0.008], [4.519, -1.021, -0.845], [1.606, 0.574, 1.670], [-1.051, 2.483, -0.406], [-3.642, -0.951, -0.943], [-2.882, -1.334, 1.415], [-1.087, -1.547, -0.438]],
  "nbo_charge": [-0.20, -0.04, -0.28, -0.02, 0.10, -0.87, 1.18, 0.24, 0.24, 0.21, -0.18, -0.18, -0.19],
  "lumo_energy_ev": 0.482,
  "orbital_gap_ev": 10.07,
  "total_energy_ev": -15203.063,
  "e_homo_ev": -9.59,
  "fmax_ev_per_a": 4.03,
  "relative_energy_ev": 0.0000,
  "smiles": "C#CC=C=CO[SiH3]"
}

***

{
  "formula": "C27H61N8O22V",
  "method": "ωB97M-V/def2-TZVPD",
  "species": ["V", "C", "C", "C", "O", "H", "H", "H", "H", "H", "H", "H", "N", "O", "O", "O", "N", "O", "O", "O", "C", "O", "C", "O", "O", "C", "H", "H", "H", "H", "H", "H", "C", "O", "C", "O", "O", "C", "H", "H", "H", "H", "H", "H", "C", "O", "C", "O", "O", "C", "H", "H", "H", "H", "H", "H", "C", "C", "O", "N", "C", "H", "H", "H", "H", "H", "H", "H", "C", "C", "O", "N", "C", "H", "H", "H", "H", "H", "H", "H", "C", "C", "O", "N", "C", "H", "H", "H", "H", "H", "H", "H", "O", "C", "N", "C", "H", "H", "H", "H", "H", "O", "C", "N", "C", "H", "H", "H", "H", "H", "O", "C", "N", "C", "H", "H", "H", "H", "H"],
  "xyz": [[26.091, -8.712, 23.073], [27.533, -7.751, 19.333], [26.035, -8.103, 19.624], [25.792, -9.309, 18.747], [25.826, -8.329, 21.012], [27.746, -7.501, 18.294], [28.108, -8.638, 19.595], [27.886, -6.923, 19.948], [25.550, -7.222, 19.205], [26.610, -10.020, 18.629], [25.576, -8.878, 17.769], [24.888, -9.840, 19.045], [26.770, -9.847, 26.140], [27.055, -9.099, 27.086], [26.528, -11.045, 26.213], [26.558, -9.405, 25.034], [26.547, -5.371, 23.580], [26.386, -5.148, 24.776], [26.625, -4.368, 22.848], [26.391, -6.533, 23.176], [26.183, -10.640, 29.703], [27.528, -10.828, 30.103], [28.214, -9.802, 30.544], [27.760, -8.697, 31.008], [29.427, -10.271, 30.824], [30.325, -9.483, 31.683], [26.093, -10.159, 28.730], [25.674, -9.950, 30.377], [25.651, -11.589, 29.779], [29.956, -9.398, 32.705], [30.553, -8.489, 31.299], [31.348, -9.826, 31.841], [24.683, -15.681, 24.329], [25.452, -16.230, 25.377], [25.617, -15.726, 26.656], [26.152, -16.404, 27.529], [25.307, -14.502, 26.673], [25.399, -13.695, 27.835], [23.809, -15.141, 24.693], [24.321, -16.509, 23.720], [25.398, -15.136, 23.713], [24.844, -14.173, 28.641], [24.951, -12.766, 27.480], [26.437, -13.456, 28.065], [30.801, -7.393, 27.858], [32.252, -7.282, 27.735], [32.817, -7.678, 26.587], [32.327, -8.134, 25.510], [34.159, -7.792, 26.998], [35.121, -8.365, 26.102], [30.802, -7.356, 28.948], [30.426, -8.257, 27.310], [30.352, -6.490, 27.446], [36.013, -7.817, 26.403], [34.798, -8.147, 25.084], [35.374, -9.395, 26.355], [28.361, -12.358, 23.798], [27.926, -11.661, 22.546], [27.253, -10.618, 22.636], [28.342, -12.250, 21.408], [28.138, -11.897, 19.970], [29.269, -12.889, 23.512], [27.544, -12.937, 24.227], [28.676, -11.548, 24.456], [29.095, -12.913, 21.515], [28.555, -10.933, 19.679], [27.055, -11.774, 19.997], [28.559, -12.673, 19.331], [23.116, -5.902, 23.989], [23.405, -7.228, 24.680], [24.401, -7.900, 24.309], [22.598, -7.634, 25.647], [22.700, -8.774, 26.467], [23.711, -5.659, 23.108], [23.322, -5.120, 24.721], [22.103, -5.734, 23.625], [21.703, -7.165, 25.646], [22.255, -8.614, 27.449], [23.724, -9.030, 26.741], [22.277, -9.661, 25.996], [24.564, -12.616, 23.182], [23.908, -11.210, 23.003], [24.640, -10.194, 23.058], [22.618, -11.214, 22.619], [21.965, -9.957, 22.195], [23.792, -13.385, 23.145], [24.906, -12.746, 24.209], [25.352, -12.793, 22.449], [22.037, -12.027, 22.768], [22.455, -9.097, 22.651], [21.006, -9.973, 22.712], [21.779, -9.788, 21.135], [25.497, -5.840, 30.329], [25.805, -6.136, 29.162], [27.019, -6.683, 29.032], [24.829, -6.048, 28.005], [27.283, -7.300, 28.278], [27.675, -6.768, 29.796], [23.804, -6.159, 28.356], [25.086, -6.685, 27.159], [25.038, -5.007, 27.757], [28.305, -8.406, 23.057], [29.475, -8.052, 23.270], [29.825, -7.214, 24.214], [30.649, -8.587, 22.467], [29.027, -6.930, 24.765], [30.692, -7.368, 24.709], [31.612, -8.390, 22.938], [30.530, -8.062, 21.519], [30.465, -9.659, 22.395], [31.371, -13.524, 26.860], [31.728, -12.344, 27.128], [32.327, -11.682, 26.202], [31.553, -11.760, 28.564], [32.349, -10.693, 26.405], [32.201, -11.954, 25.238], [30.554, -11.925, 28.967], [31.596, -10.671, 28.580], [32.307, -12.172, 29.235]],
  "lowdin_spin": [1.85, 0.00, 0.00, 0.00, 0.06, 0.00, 0.00, 0.00, 0.00, 0.00, 0.00, 0.00, 0.00, 0.00, 0.00, 0.01, 0.00, 0.00, 0.00, 0.02, 0.00, 0.00, 0.00, 0.00, 0.00, 0.00, 0.00, 0.00, 0.00, 0.00, 0.00, 0.00, 0.00, 0.00, 0.00, 0.00, 0.00, 0.00, 0.00, 0.00, 0.00, 0.00, 0.00, 0.00, 0.00, 0.00, 0.00, 0.00, 0.00, 0.00, 0.00, 0.00, 0.00, 0.00, 0.00, 0.00, 0.00, 0.00, 0.01, 0.00, 0.00, 0.00, 0.00, 0.00, 0.00, 0.00, 0.00, 0.00, 0.00, 0.00, 0.01, 0.00, 0.00, 0.00, 0.00, 0.00, 0.00, 0.00, 0.00, 0.00, 0.00, 0.00, 0.00, 0.00, 0.00, 0.00, 0.00, 0.00, 0.00, 0.00, 0.00, 0.00, 0.00, 0.00, 0.00, 0.00, 0.00, 0.00, 0.00, 0.00, 0.00, 0.00, 0.00, 0.00, 0.00, 0.00, 0.00, 0.00, 0.00, 0.00, 0.00, 0.00, 0.00, 0.00, 0.00, 0.00, 0.00, 0.00, 0.00],
  "lumo_energy_ev": [-0.761, -0.202],
  "orbital_gap_ev": [7.43, 7.95],
  "s2": 2.01,
  "total_energy_ev": -111634.441,
  "e_homo_ev": [-8.19, -8.15],
  "fmax_ev_per_a": 6.72,
  "spin_multiplicity": 3
}